Entry 1:
The following is a DFT calculation (wB97M-V/def2-TZVPD) of a 5-piece molecular cluster, C41H70Cl2F4N2O17S overall at a distorted geometry.

Element x y z (Å)
H 0.26429 -0.66970 8.38458
O 2.05976 -6.16151 -7.45856
C 0.16427 3.39170 -3.08551
O 1.16874 -5.72775 -1.34647
H -4.34304 1.33580 6.36038
H -1.87748 -3.64079 -1.79452
C 0.25577 -6.04981 -2.06274
H -3.81408 0.83027 -4.91408
H 1.82889 -1.57916 8.11379
C 0.33510 3.68447 -4.51964
C 0.21500 1.68245 0.52347
C -4.75190 -1.94470 -6.26358
C 1.62817 0.22131 6.87482
C -0.39508 -0.10228 2.53214
H 2.07356 -1.16178 -0.50726
C -0.16186 2.47531 3.04617
H 0.58193 4.16913 3.59183
C 0.22454 -1.44567 1.97326
H -6.30608 -3.74822 -7.38057
H 1.23427 3.28388 -5.03856
F -2.19323 -0.45862 -2.60241
N 5.37028 4.02023 2.26113
C -0.92964 -4.11833 -1.54895
H 4.12228 5.75330 2.23869
C 2.13039 -0.03740 -0.39650
H 1.27975 -1.36299 1.62999
H -0.00183 -0.30953 -0.59674
C 1.32531 -8.02244 -2.66880
H -4.60786 -4.32580 -7.37035
S -1.60376 3.34137 2.29470
H -3.27434 1.70147 11.05024
H 1.03326 -1.94966 3.95421
F -2.77225 1.59169 -3.19845
H -5.11844 -0.20337 -4.32235
H -2.80491 5.11076 -2.52436
H 4.81586 -0.21489 -0.44582
C 3.00126 0.41026 -1.66481
H 3.44851 2.15727 0.27999
C -5.30670 -3.60267 -7.79250
C -0.76863 -6.24331 -5.43088
H 4.90022 -0.53366 -2.20660
O -1.36795 4.77457 2.11880
C -1.91393 4.67818 -3.04813
H 2.22522 -7.51335 -3.01489
C -3.26255 0.61106 11.03823
H 2.05259 -0.40385 6.04883
C -1.18522 2.25948 -0.07157
H -0.52474 4.77772 -6.29881
O -2.76751 1.16891 8.49470
O -2.10590 2.44200 1.08172
H 1.84209 0.02608 9.04893
F -3.39115 1.82836 -0.87000
O 0.44254 -6.61835 -6.09260
H -5.35071 -3.75099 -8.87021
C 1.36713 -0.56101 8.22405
H 1.15481 -8.89270 -3.30023
O -0.86493 -5.35147 -2.27009
H 2.30938 1.10942 6.98612
H 0.90724 -3.39889 2.89894
O -2.68336 3.26441 3.29174
H -1.07097 -7.07315 -4.79931
H -0.04984 -0.19045 3.60741
H 4.10467 2.87450 -2.63185
C 5.36612 1.55134 -1.75755
O 0.96865 3.32764 3.28262
O 0.18588 -7.17128 -2.79186
Cl -2.21269 -0.19180 2.77653
C -1.22786 3.64813 -0.77397
H 4.17288 4.26766 0.10112
H 5.33401 2.18551 -0.82040
H -2.52662 5.64876 -4.93206
C -0.62411 4.50717 -5.21970
C 0.36883 -2.47140 3.19913
H -2.24310 0.23876 10.92976
F -2.35631 0.05658 -0.23558
H 3.34395 4.27650 3.06742
H 5.28659 3.11859 1.77613
H 2.04503 -5.03102 -9.20364
H 2.99780 -4.34685 -7.84679
H 1.37817 3.19595 -0.73172
H 2.59342 4.99116 0.50094
H 2.72159 1.47884 -1.85964
H -0.87616 1.02364 -2.86614
C 0.25968 0.78684 6.30653
H -0.24576 1.45373 7.05502
O 0.61334 1.59207 5.16570
Cl -0.86850 -2.38420 0.85200
H 2.67778 0.11714 0.56895
H 0.66366 1.07723 -1.49023
C -3.71751 0.47766 8.76505
H 3.59236 -5.75391 -8.74032
H -5.04381 -0.22407 5.90930
O -4.32216 -0.68262 -6.18709
C 3.34564 4.23800 0.87278
H 1.44504 -8.35878 -1.63828
H -0.60777 -5.37054 -4.80005
C 2.69875 -5.26070 -8.36149
C 0.19125 1.26299 2.06400
H 2.84232 2.41763 1.94999
C 4.00928 4.63718 2.24126
C -1.77059 4.99443 -4.44462
H -2.29016 4.01599 -0.63934
H 1.28735 1.09993 2.30649
H 2.64943 -0.21346 -2.52220
H -0.61042 -2.64069 3.70702
H 0.87776 3.78523 0.87511
H 5.56661 2.91046 -3.32934
O -4.57535 -0.05565 7.88988
H -3.30921 -0.12594 6.24115
C 0.68403 0.57230 -0.47864
O -4.85494 -2.27040 -7.55936
C 0.93475 -5.68280 -6.91001
N 4.86799 2.26806 -2.95539
C -0.94816 3.85217 -2.28241
H -0.38964 -0.06152 5.96129
C -0.56488 2.11057 4.52110
C -2.09425 1.25985 -0.88817
H -0.76201 3.09461 5.04688
O 0.45350 -4.59908 -7.11824
C -4.16376 -0.19462 -4.85066
O -5.00309 -2.66597 -5.33215
H -3.66534 0.24929 11.98259
C -1.86462 0.88487 -2.38984
H -1.47817 1.49868 4.67626
C 2.72285 2.74918 0.89085
H 5.64361 3.82208 3.22506
C -4.28927 0.25938 6.52699
H -0.11856 -3.45430 -1.85020
H 0.94854 2.75524 -2.62940
H -1.56091 -6.05326 -6.15666
C 1.27227 2.87690 0.33297
H -3.42392 -0.78076 -4.31546
H 6.43153 1.26500 -1.98555
O -4.09607 0.10955 9.99424
H -0.68687 4.50307 -0.27926
C 4.55342 0.22562 -1.44903
H -0.90032 -4.30062 -0.47984

Values from the calculation:
Spin multiplicity: 1
HOMO energy: -9.5 eV
SMILES: CCCOC[C@@]1(O)[C@@H]([C@@H](Cl)[C@@H](C)Cl)[C@@](CCCCN)(CCCCCN)[C@@](Cc2ccccc2)(C(F)(F)C(F)F)OS1(=O)=O.COC(=O)OC.COC(=O)OC.COC(=O)OC.COC(=O)OC
Gap between HOMO and LUMO: 9.822 eV

Atomic partial charges in e from the Mulliken method, atoms 1 to 6: number 1, H, carries 0.2493; number 2, O, carries -0.3185; number 3, C, carries 0.2958; number 4, O, carries -0.5610; number 5, H, carries 0.3096; number 6, H, carries 0.4822

***

Entry 2:
The following is a DFT calculation (wB97M-V/def2-TZVPD) of a 2-piece molecular cluster, C3H11NS2 overall at a distorted geometry.

Element x y z (Å)
H -1.84638 0.98824 -1.89898
H -2.79893 1.02231 0.69543
N -2.33555 -0.58796 -0.55607
S 0.71732 0.24954 -0.66752
H -0.39263 -0.49865 -0.60156
H -2.81664 -1.44020 -0.79757
S 2.60371 0.00725 0.37587
H 1.00945 0.66108 2.12725
H -3.58590 0.76154 -1.36790
C -2.97377 -0.07288 0.66755
C 1.94300 -0.02583 2.08527
H -4.10023 -0.06616 0.54782
H 2.68546 0.37806 2.80568
H 1.55835 -0.92848 2.50036
H -2.70688 -0.75035 1.46285
C -2.65960 0.27790 -1.72999
H -2.72367 -0.15954 -2.73084

Values from the calculation:
Spin multiplicity: 1
HOMO energy: -8.3 eV
SMILES: CNC.CSS
Gap between HOMO and LUMO: 8.617 eV
Relative energy (zero: lowest compared OMol25 entry of this formula, charge and spin): 1.930 eV

Atomic partial charges in e from the natural (NBO) method, atoms 1 to 6: number 1, H, carries 0.2026; number 2, H, carries 0.2104; number 3, N, carries -0.6264; number 4, S, carries -0.2944; number 5, H, carries 0.1962; number 6, H, carries 0.3560

***

Entry 3:
The following is a DFT calculation (wB97M-V/def2-TZVPD) of C39H41Cl3N7O2PtS2Si as an isolated structure at a distorted geometry.

Element x y z (Å)
C 2.84453 0.37191 -3.77901
S -2.29373 0.73331 -2.20566
Cl -1.02409 3.35587 2.24400
C -2.80085 -0.29730 1.77379
H 1.54602 -1.11519 -4.80342
H 0.67737 3.20569 4.49244
H 3.34731 -0.53493 -4.13037
N 0.41128 -0.84293 0.76818
H -4.49292 -0.10062 3.05003
C -4.27312 -2.65084 -2.16423
C 4.99377 1.84114 2.38531
H 2.75562 -1.65755 -0.78670
N -2.49002 0.20097 0.63811
C -3.15201 -4.79771 -2.13419
O 2.68549 3.10923 3.92690
H -3.77309 1.45057 2.63855
C 1.15447 4.81137 3.15592
C -5.49679 -3.29859 -2.03932
H 0.52733 1.69754 -0.86557
H -2.52324 -4.31767 4.10901
C -1.83840 -4.38069 2.07526
C -1.12721 -2.93448 -5.80545
C 1.88135 6.01055 2.87139
H 1.41605 0.98213 4.28352
H -4.20672 -1.57066 -2.22878
C 0.62189 -1.65567 -4.75250
C -2.64914 -2.40347 3.13943
H -6.40860 -2.71618 -2.00702
H 2.52889 2.81054 0.30954
C 2.49780 2.19300 2.87843
Si 1.77242 0.08628 -2.28679
H 2.78042 -0.05115 -0.03148
C 1.03596 1.72518 -1.83062
H 0.14445 1.16871 1.45267
H 2.67795 -1.87750 2.89460
H 1.78570 4.41333 5.15395
H 3.92386 -0.45031 -1.31627
C -3.13549 -3.42282 -2.21407
N -2.86733 1.46278 0.28671
C -1.82782 -3.11582 -4.63608
C 3.70151 2.15762 1.97085
O -1.86144 -2.75643 -2.31603
H -2.22940 -5.36779 -2.18709
C 5.83798 2.22510 0.17397
C -4.38090 -5.43289 -2.01008
H 1.74970 7.62030 1.38803
H -3.05688 -1.90228 4.00794
H 0.32737 2.06356 -2.59173
C 3.52357 2.52885 0.64269
H 1.85077 2.45421 -1.78632
H -3.24772 2.09330 0.97628
Pt -1.03027 -0.85228 -0.78035
H -2.96601 0.39002 3.78222
H -4.42122 -6.51308 -1.95594
H 7.05009 1.60779 1.83112
C -5.55108 -4.68521 -1.96634
H 2.73054 6.34020 3.45670
C 4.57371 2.57301 -0.25897
H 1.66204 2.52442 2.25335
C 2.89372 -0.58993 -0.97365
C -2.35088 -3.76027 3.19830
C -1.33064 -2.57260 -3.46215
S 0.04113 5.90604 1.10870
H 3.00766 0.34945 3.89264
H -3.21727 3.31771 -2.28791
C 1.39580 6.68946 1.80621
C 0.12377 -2.22458 -5.85577
C 1.21832 -1.86238 1.22357
C 0.63783 0.21277 1.53910
H -3.58572 3.68267 -0.64480
C 2.12874 0.82726 3.47515
C 1.52013 3.86191 4.25665
H 2.34140 0.85484 -4.62223
H 3.63006 1.05047 -3.42906
H 0.65567 -2.13732 -6.79445
H -1.16647 -4.04751 0.05623
N -3.20597 3.03534 -1.32017
H -6.50807 -5.18286 -1.87845
H 1.23003 -2.84439 0.78180
C 6.05371 1.86062 1.49265
N 1.56618 -0.08249 2.45966
H -2.74442 -3.68940 -4.62339
N -1.90146 -2.31474 0.88735
H 4.42412 2.89984 -1.28089
N 0.30163 -1.06212 -2.42037
H -1.61935 -5.44079 2.06864
C -1.60893 -3.60982 0.94299
C 1.94416 -1.39209 2.27004
C 0.14201 4.64869 2.26571
C -2.42619 -1.72294 1.95854
C -0.09051 -1.71913 -3.46535
C -3.54796 0.41072 2.85918
Cl 7.15999 2.25752 -0.93064
C -2.81594 1.81243 -1.00318
H -1.53263 -3.35585 -6.72089
Cl 5.34463 1.42704 4.02973

Values from the calculation:
Spin multiplicity: 1
HOMO energy: -14.9 eV
Net charge: +3
Gap between HOMO and LUMO: 4.207 eV

Atomic partial charges in e from the Mulliken method, atoms 1 to 6: number 1, C, carries -1.4075; number 2, S, carries -0.5382; number 3, Cl, carries -0.0331; number 4, C, carries 0.5941; number 5, H, carries 0.3482; number 6, H, carries 0.2720

***

Entry 4:
The following is a DFT calculation (wB97M-V/def2-TZVPD) of a 2-piece molecular cluster, C8H10ClN overall at a distorted geometry.

Element x y z (Å)
C -2.58241 1.31894 -0.19514
H 1.05635 -0.96902 2.47182
H 2.52718 -0.17409 2.39190
Cl 2.76869 1.29864 -0.43206
H -3.05513 -0.66133 -0.39495
C 1.47455 0.12648 -0.48986
H 3.03972 -1.33398 -0.85971
C -0.22646 1.81849 0.03798
H -0.73429 -1.50541 -0.66536
N 1.96601 -0.90684 1.97702
H -3.53340 1.58617 0.14238
C 1.94868 -1.21482 -0.84442
C -1.57192 2.23457 -0.01973
C 0.13687 0.51921 -0.29016
H -1.63591 3.15885 0.44338
H 1.61049 -1.29968 -1.87401
H 0.54576 2.61784 0.13911
H 1.41758 -1.85026 -0.23194
C -0.88958 -0.43018 -0.34569
C -2.23586 -0.01941 -0.30445

Values from the calculation:
Spin multiplicity: 1
HOMO energy (alpha / beta): -7.1 / -9.3 eV
Gap between HOMO and LUMO (alpha / beta): 6.512 / 8.868 eV
Relative energy (zero: lowest compared OMol25 entry of this formula, charge and spin): 4.612 eV

Atomic partial charges in e from the natural (NBO) method, atoms 1 to 6: number 1, C, carries -0.2248; number 2, H, carries 0.3087; number 3, H, carries 0.3090; number 4, Cl, carries -0.0126; number 5, H, carries 0.2090; number 6, C, carries 0.1404